# 1
This record from the Open Molecules 2025 dataset describes an isolated ion of composition C9H14N and charge +1 at a distorted geometry. The level of theory is ωB97M-V with the def2-TZVPD basis set.

Properties
2S+1: 3
Frontier orbital gap (alpha / beta) in Eh: 0.180 / 0.191
<S²>: 2.020
Charge: +1
E_HOMO (alpha / beta) in eV: -8.90 / -14.15

Last column: Löwdin spin population.
Atoms and positions in Å:
C 0.900 1.447 0.325  0.178
C 2.197 1.481 0.683  0.378
C 0.133 0.194 -2.572  0.545
C -0.647 0.400 2.085  0.072
C 0.281 -0.724 1.754  0.063
C -0.083 0.364 0.750  0.100
C -0.985 0.109 -0.403  0.054
C -2.307 0.089 -0.311  0.119
C 0.161 -1.879 -1.213  0.019
N -0.188 -0.463 -1.526  0.293
H 0.478 2.212 -0.345  0.005
H 2.729 2.378 0.523  0.018
H 0.809 -0.289 -3.268  0.049
H -0.030 1.306 -2.633  0.047
H -1.656 0.278 2.220  0.008
H -0.179 1.154 2.826  0.000
H 1.252 -0.799 2.103  0.003
H -0.266 -1.638 1.705  0.004
H 2.342 0.829 1.522  0.016
H -2.756 0.345 0.535  0.007
H -2.866 -0.136 -1.145  0.006
H -0.747 -2.408 -1.305  0.007
H 0.673 -1.853 -0.246  0.006
H 0.758 -2.397 -2.063  0.002

# 2
This record from the Open Molecules 2025 dataset describes a 2-piece molecular cluster, C9H14N2O overall at a distorted geometry. The level of theory is ωB97M-V with the def2-TZVPD basis set.

Properties
Frontier orbital gap in Eh: 0.333
E_HOMO in eV: -8.34

Last column: natural (NBO) charge in e.
Atoms and positions in Å:
C 3.018 1.981 0.126  -0.496
C 3.045 0.639 0.054  0.173
C 3.864 -0.316 -0.784  -0.310
N 3.263 -1.666 -0.679  -0.444
C 2.439 -1.546 0.324  0.241
N 2.302 -0.275 0.834  -0.626
H 3.626 2.655 -0.478  0.217
H 2.374 2.464 0.861  0.200
H 4.906 -0.364 -0.476  0.221
H 3.866 -0.012 -1.837  0.220
H 1.926 -2.392 0.770  0.197
H 1.983 -0.113 1.769  0.409
C -3.967 -1.645 -0.293  -0.366
C -3.876 -0.368 -0.662  -0.249
C -2.980 0.589 -0.040  0.263
C -2.655 1.756 -0.595  -0.440
O -2.405 0.199 1.149  -0.539
C -1.087 -0.332 0.912  -0.252
H -3.347 -2.031 0.509  0.199
H -4.609 -2.349 -0.832  0.204
H -4.431 0.026 -1.520  0.210
H -1.972 2.423 -0.081  0.209
H -3.019 2.039 -1.588  0.208
H -1.154 -1.321 0.416  0.177
H -0.533 0.362 0.262  0.190
H -0.580 -0.404 1.877  0.184

# 3
This record from the Open Molecules 2025 dataset describes an isolated molecule of C9H14N2O at a distorted geometry. The level of theory is ωB97M-V with the def2-TZVPD basis set.

Properties
Frontier orbital gap in Eh: 0.379
E_HOMO in eV: -9.54

Last column: natural (NBO) charge in e.
Atoms and positions in Å:
C 2.806 -1.548 0.284  -0.249
O 2.059 -0.436 0.437  -0.528
C 0.835 -0.545 -0.297  0.109
C -0.198 -1.643 -0.066  -0.428
C -1.217 -0.555 -0.328  0.012
N -1.724 -0.807 -1.624  -0.823
C -2.429 -0.622 0.511  0.289
N -3.411 -0.687 1.041  -0.328
C -0.173 0.562 0.047  -0.055
C -0.244 1.286 1.440  -0.391
C -0.690 2.527 0.653  -0.405
C -0.176 1.916 -0.569  -0.398
H 3.668 -1.613 0.927  0.195
H 3.372 -1.474 -0.722  0.152
H 2.182 -2.526 0.410  0.165
H 1.160 -0.576 -1.295  0.170
H -0.146 -2.533 -0.848  0.227
H -0.124 -1.904 1.015  0.241
H -2.435 -0.187 -1.962  0.387
H -1.055 -1.183 -2.281  0.379
H 0.811 1.369 1.774  0.229
H -0.967 0.920 2.155  0.221
H -1.751 2.542 0.562  0.203
H -0.419 3.535 1.081  0.211
H -0.649 2.057 -1.517  0.207
H 0.914 2.124 -0.831  0.208

# 4
This record from the Open Molecules 2025 dataset describes a 2-piece molecular cluster, C9H14N2O4 overall at a distorted geometry. The level of theory is ωB97M-V with the def2-TZVPD basis set.

Properties
Frontier orbital gap in Eh: 0.259
E_HOMO in eV: -6.81

Last column: natural (NBO) charge in e.
Atoms and positions in Å:
C -0.747 3.543 -0.754  -0.377
C 0.164 3.497 0.379  -0.375
C -1.229 2.241 -0.808  0.455
C 0.181 2.180 0.846  0.372
C -3.207 -0.751 0.551  1.060
C 1.315 -0.884 -0.672  -0.634
C -0.762 -2.351 -0.485  -0.626
C -0.207 -0.870 -0.821  -0.274
C -0.910 0.028 0.183  -0.119
N -0.567 1.411 0.075  -0.435
N -0.465 -0.272 1.596  -0.734
O -2.987 -0.950 1.671  -0.601
O -3.616 -0.547 -0.478  -0.534
O -1.959 1.725 -1.757  -0.666
O 0.989 1.644 1.858  -0.728
H -1.173 4.498 -1.111  0.234
H 0.835 4.093 0.925  0.201
H 1.500 -1.425 0.243  0.184
H 1.775 0.190 -0.620  0.220
H 1.902 -1.371 -1.544  0.225
H -1.817 -2.507 -0.435  0.212
H -0.604 -3.166 -1.215  0.225
H -0.317 -2.767 0.427  0.180
H -0.542 -0.603 -1.829  0.231
H -1.096 0.297 2.211  0.439
H -0.595 -1.245 1.925  0.431
H 0.511 -0.005 1.865  0.437
H -2.224 0.803 -1.403  0.502
H 1.556 2.321 2.092  0.497

Relative energy (zero: lowest compared OMol25 entry of this formula, charge and spin) values (in kJ/mol) by entry order: 164.1, 264.2, 318.6, 457.6.
Calculated total energy values (in eV) by entry order: -11035.1055, -14584.8436, -14584.2794, -20726.7279.